1.
Formula: C16H21NO4
Source: the Open Molecules 2025 dataset
Level of theory: the ωB97M-V functional and the def2-TZVPD basis

Values from the calculation:
SMILES string: CC[C@H]1CCCCN1C(=O)COc1ccc2c(c1)OCO2
E_LUMO: 0.027 Eh
calculated total energy: -26612.5172 eV
ΔE to the lowest compared entry with this formula, charge and spin: 2.125 eV
frontier orbital gap: 8.260 eV

Cartesian coordinates (Å):
C1 -1.183554 -2.506922 0.458803
C2 -2.494154 -2.010346 -0.140795
C3 -2.314090 -0.673666 -0.872235
C4 -3.622447 -0.123642 -1.452194
C5 -4.547041 0.424251 -0.368441
C6 -3.799962 1.461489 0.462969
C7 -2.529294 0.838224 1.045111
N1 -1.690258 0.331532 -0.017324
C8 -0.465542 0.788235 -0.360409
O1 0.135344 0.391502 -1.337735
C9 0.166778 1.839388 0.569228
O2 1.467017 2.168242 0.159761
C10 2.434430 1.205732 0.192996
C11 2.293981 -0.045917 0.775680
C12 3.347981 -0.958892 0.795861
C13 4.533613 -0.575252 0.227128
C14 4.679916 0.685234 -0.354396
C15 3.654231 1.591057 -0.384426
O3 5.952959 0.815792 -0.843070
C16 6.598507 -0.409726 -0.571507
O4 5.716655 -1.268916 0.115207
H1 -0.403577 -2.525869 -0.298453
H2 -1.305106 -3.510297 0.860059
H3 -0.856224 -1.854847 1.265821
H4 -3.247338 -1.927174 0.644133
H5 -2.858071 -2.737079 -0.869125
H6 -1.605949 -0.836526 -1.691843
H7 -4.123153 -0.912409 -2.014849
H8 -3.377688 0.682461 -2.147276
H9 -4.891354 -0.384751 0.278234
H10 -5.426834 0.876106 -0.829663
H11 -4.428411 1.829543 1.275178
H12 -3.525526 2.308282 -0.169487
H13 -1.992822 1.575795 1.638153
H14 -2.804737 0.008213 1.705511
H15 -0.391425 2.777698 0.498146
H16 0.162063 1.490877 1.611726
H17 1.356395 -0.352322 1.209233
H18 3.229946 -1.932261 1.241163
H19 3.754841 2.562307 -0.835352
H20 7.491101 -0.225323 0.048154
H21 6.908794 -0.879836 -1.519657

Atoms 1-6, force components in eV/Å:
-0.227 -0.021 -0.061
0.254 0.197 -0.004
-0.112 -0.315 -0.448
0.049 -0.081 0.166
0.094 0.185 -0.159
-0.027 -0.249 0.173

2.
Formula: C3H12O3
Source: the Open Molecules 2025 dataset
Level of theory: the ωB97M-V functional and the def2-TZVPD basis

Values from the calculation:
SMILES string: CC(C)O.O.O
E_LUMO: 0.027 Eh
calculated total energy: -9447.1364 eV
ΔE to the lowest compared entry with this formula, charge and spin: 0.890 eV
frontier orbital gap: 11.290 eV

Cartesian coordinates (Å):
C1 -1.165694 -0.803520 0.089137
C2 -0.009410 -0.077013 0.849693
C3 -0.771527 0.671651 1.992592
O1 0.347279 0.989738 -0.077723
H1 -0.789471 -1.128254 -0.931242
H2 -2.039076 -0.168174 -0.079317
H3 -1.466611 -1.801174 0.406124
H4 0.919834 -0.582931 0.958829
H5 -0.876207 0.058251 2.875428
H6 -1.797390 0.840848 1.656474
H7 -0.341648 1.647021 2.203153
H8 -0.258658 1.684136 -0.346928
O2 3.117769 -0.917784 -0.067267
H9 2.400247 -0.373982 -0.439765
H10 3.775315 -0.954450 -0.771155
O3 -0.583141 0.532269 -2.922167
H11 -0.086185 -0.125513 -3.420073
H12 -0.375427 0.508881 -1.975794

Atoms 1-6, force components in eV/Å:
1.694 -1.924 -1.833
-4.656 2.952 -1.449
0.617 -0.769 -0.004
2.091 -0.273 -0.844
-0.262 0.722 0.878
0.284 -0.058 0.221